# 1
{
  "formula": "C6H9N",
  "method": "ωB97M-V/def2-TZVPD",
  "symbols": ["C", "C", "C", "C", "C", "C", "N", "H", "H", "H", "H", "H", "H", "H", "H", "H"],
  "positions_angstrom": [[2.367, -0.519, 0.051], [1.147, 0.368, 0.002], [-0.045, -0.266, -0.470], [-1.282, 0.233, -0.129], [-2.506, -0.650, -0.292], [-1.354, 1.579, 0.214], [1.087, 1.583, 0.438], [3.296, 0.041, 0.181], [2.265, -1.233, 0.877], [2.427, -1.100, -0.874], [0.017, -1.165, -1.067], [-3.453, -0.107, -0.311], [-2.536, -1.351, 0.550], [-2.424, -1.249, -1.205], [-0.969, 1.964, 1.149], [1.964, 1.872, 0.886]],
  "homo_energy_ev": -7.9,
  "relative_energy_kcal_mol": 101.0,
  "energy_ha": -288.6211,
  "fmax_ev_per_a": 0.5,
  "orbital_gap_ev": 7.76,
  "lumo_energy_ev": -0.150
}



# 2
{
  "formula": "C20H41N3O8PS",
  "method": "ωB97M-V/def2-TZVPD",
  "symbols": ["C", "C", "S", "C", "C", "C", "N", "P", "O", "O", "N", "C", "C", "C", "O", "C", "C", "O", "C", "N", "C", "C", "C", "O", "H", "H", "H", "H", "H", "H", "H", "H", "H", "H", "H", "H", "H", "H", "H", "H", "H", "H", "H", "H", "H", "H", "H", "C", "C", "O", "H", "H", "H", "H", "H", "H", "C", "C", "O", "H", "H", "H", "H", "H", "H", "C", "C", "O", "H", "H", "H", "H", "H", "H"],
  "positions_angstrom": [[0.658, 4.909, -4.360], [-0.679, 4.731, -3.624], [-0.659, 3.741, -2.099], [0.856, 4.212, -1.219], [1.271, 3.246, -0.122], [1.303, 3.603, 1.240], [1.679, 2.747, 2.170], [1.689, 3.290, 3.948], [1.456, 1.890, 4.667], [0.237, 4.013, 3.944], [2.111, 1.509, 1.970], [2.138, 1.122, 0.714], [2.666, -0.268, 0.485], [1.560, -1.292, 0.151], [1.774, -2.436, 0.991], [1.719, -3.635, 0.315], [0.364, -4.041, -0.183], [2.695, -4.281, 0.171], [1.700, 1.942, -0.369], [1.733, 1.313, -1.645], [2.519, 1.992, -2.693], [0.465, 0.796, -1.963], [0.250, 0.201, -3.315], [-0.385, 0.758, -1.107], [0.972, 5.951, -4.340], [0.580, 4.629, -5.409], [1.475, 4.331, -3.938], [-1.056, 5.721, -3.380], [-1.377, 4.214, -4.275], [1.724, 4.338, -1.862], [0.667, 5.182, -0.765], [1.019, 4.593, 1.566], [0.706, 1.369, 4.337], [-0.419, 3.543, 3.404], [3.210, -0.610, 1.358], [3.326, -0.202, -0.378], [0.577, -0.893, 0.392], [1.621, -1.578, -0.897], [-0.301, -3.181, -0.218], [0.469, -4.458, -1.180], [-0.073, -4.790, 0.474], [1.860, 2.387, -3.461], [3.075, 2.826, -2.276], [3.203, 1.301, -3.180], [0.900, 0.589, -4.092], [-0.798, 0.270, -3.581], [0.489, -0.863, -3.221], [0.551, -7.711, 2.468], [-0.453, -8.483, 1.632], [-0.393, -8.114, 0.253], [0.376, -6.638, 2.379], [0.482, -7.990, 3.520], [1.569, -7.907, 2.126], [-1.470, -8.272, 1.965], [-0.280, -9.559, 1.727], [0.495, -8.305, -0.062], [-2.305, 7.344, 1.876], [-2.033, 6.359, 0.758], [-0.763, 5.702, 0.933], [-1.518, 8.096, 1.924], [-3.260, 7.846, 1.727], [-2.333, 6.836, 2.844], [-1.986, 6.867, -0.202], [-2.821, 5.603, 0.709], [-0.833, 5.262, 1.787], [-3.900, -5.414, 1.790], [-4.085, -5.823, 0.339], [-2.839, -6.004, -0.323], [-3.323, -4.490, 1.853], [-4.860, -5.261, 2.284], [-3.350, -6.183, 2.340], [-4.619, -5.049, -0.210], [-4.668, -6.748, 0.280], [-2.351, -6.696, 0.140]],
  "homo_energy_ev": -11.6,
  "energy_ha": -2292.1608,
  "total_charge": 1,
  "fmax_ev_per_a": 1.3,
  "orbital_gap_ev": 7.28,
  "lumo_energy_ev": -4.284
}



# 3
{
  "formula": "C17H18BN7O2S2Zr",
  "method": "ωB97M-V/def2-TZVPD",
  "symbols": ["H", "N", "B", "N", "C", "Zr", "H", "C", "H", "C", "H", "C", "H", "H", "H", "N", "N", "N", "N", "C", "C", "H", "H", "C", "C", "C", "C", "H", "H", "H", "H", "H", "O", "S", "O", "N", "C", "S", "C", "C", "C", "C", "C", "C", "H", "H", "H", "H"],
  "positions_angstrom": [[1.017, 3.606, 0.844], [0.920, 2.113, -0.646], [0.764, 0.755, -2.783], [1.051, 2.078, -1.997], [1.281, 3.331, -2.418], [-0.526, -1.251, 0.060], [1.421, 3.530, -3.469], [1.304, 4.176, -1.312], [1.454, 5.238, -1.315], [1.089, 3.366, -0.200], [0.974, 0.880, -3.952], [-1.622, -3.120, -0.002], [-2.224, -3.303, 0.897], [-0.971, -3.989, -0.161], [-2.300, -3.036, -0.868], [-0.746, 0.471, -2.506], [1.707, -0.333, -2.165], [-1.111, 0.026, -1.250], [1.388, -1.051, -1.026], [-1.844, 0.662, -3.247], [2.956, -0.655, -2.556], [-1.760, 1.002, -4.272], [3.369, -0.220, -3.454], [-2.971, 0.368, -2.475], [3.488, -1.564, -1.642], [-2.502, -0.016, -1.221], [2.492, -1.784, -0.689], [-4.000, 0.416, -2.791], [4.469, -2.002, -1.661], [-3.049, -0.243, -0.314], [2.483, -2.404, 0.199], [0.766, 1.273, -0.079], [-2.295, 1.726, 2.080], [-0.973, 1.389, 2.549], [0.118, 2.320, 2.359], [-0.550, -0.099, 1.888], [-0.184, -1.040, 2.830], [0.393, -2.528, 2.304], [-0.433, -0.584, 4.169], [-0.278, -1.268, 5.383], [-0.535, -0.603, 6.579], [-0.940, 0.744, 6.570], [-1.122, 1.427, 5.361], [-0.897, 0.737, 4.179], [0.047, -2.307, 5.343], [-0.414, -1.123, 7.529], [-1.109, 1.266, 7.511], [-1.429, 2.470, 5.318]],
  "homo_energy_ev": -15.2,
  "relative_energy_kcal_mol": 0.0,
  "energy_ha": -2060.2105,
  "total_charge": 2,
  "fmax_ev_per_a": 5.9,
  "orbital_gap_ev": 8.08,
  "lumo_energy_ev": -7.120
}